[1]
60
Properties=species:S:1:pos:R:3 method="wB97M-V/def2-TZVPD" lumo_energy_ha="-0.1296 / -0.1568" multiplicity=5 orbital_gap_ev="6.74 / 6.52" total_charge=+1
Rh 0.53140 -11.97217 14.03966
C -0.78511 -16.02967 12.33229
O 0.64064 -15.89565 12.22218
C 0.92982 -14.65306 12.56928
N -0.04032 -13.86936 12.85945
C -1.28317 -14.60377 12.71940
C -2.11181 -14.59776 13.98358
C -1.77216 -13.83354 15.09032
C -2.53716 -13.88714 16.24398
C -3.63936 -14.72470 16.30194
C -3.99057 -15.48039 15.19603
C -3.23544 -15.41571 14.04104
C 2.30733 -14.17166 12.70564
C 3.45424 -14.63173 12.06383
C 4.66162 -14.02207 12.38091
C 4.70213 -12.99502 13.31973
C 3.51006 -12.60297 13.91641
N 2.35869 -13.18837 13.59573
C 3.30863 -11.56193 14.93205
N 2.16483 -11.45172 15.51070
C 2.20207 -10.30188 16.39839
C 3.65689 -9.78608 16.20822
O 4.24841 -10.70591 15.27833
C 1.09562 -9.32344 16.04643
C 1.25918 -7.95843 16.24414
C 0.25328 -7.06284 15.91535
C -0.94704 -7.52836 15.40893
C -1.13472 -8.88813 15.22680
C -0.12242 -9.78248 15.54505
H -0.99872 -16.76398 13.10965
H -1.15938 -16.38816 11.37519
H -1.85659 -14.13985 11.90839
H -0.88842 -13.18124 15.05500
H -2.26675 -13.28778 17.10232
H -4.23172 -14.77134 17.20458
H -4.85194 -16.13077 15.23334
H -3.52245 -15.99848 13.17414
H 3.40627 -15.43714 11.34410
H 5.57593 -14.34814 11.90712
H 5.63245 -12.50871 13.57696
H 2.03640 -10.65136 17.42437
H 4.24721 -9.81010 17.12244
H 3.70396 -8.79314 15.76842
H 2.17312 -7.57951 16.67989
H 0.40752 -6.00240 16.05296
H -1.74884 -6.84530 15.16774
H -2.07828 -9.24587 14.83656
H -0.32462 -10.86127 15.47788
Cl -1.47161 -6.42035 10.31833
C -0.53148 -7.58982 11.12585
C 0.85477 -7.36531 11.30419
Cl 1.54573 -5.90765 10.74560
C 1.63345 -8.31199 11.94076
Cl 3.30727 -8.03561 12.22355
C 1.08294 -9.53373 12.39112
O 1.76523 -10.44620 12.93691
C -0.36403 -9.76323 12.22804
O -0.85677 -10.84511 12.65363
C -1.12218 -8.74298 11.60570
Cl -2.81428 -8.97995 11.46629

[2]
23
Properties=species:S:1:pos:R:3 method="wB97M-V/def2-TZVPD" lumo_energy_ha=0.0276 orbital_gap_ev=8.77 total_charge=0
C -0.51426 -0.32959 -0.71530
C 0.21506 0.29360 0.38680
C -1.34412 0.93219 1.31967
C 0.94658 1.59711 0.10173
C 1.09823 -0.90375 -1.60971
C 0.93248 -0.60979 1.37196
N -1.32999 -1.44058 -0.45633
O -1.08406 0.52436 -1.63136
H -2.02354 0.61089 -1.41751
H -0.90496 -2.35945 -0.48356
H -2.14741 -1.54280 -1.04556
H -1.85911 1.70545 0.74782
H -2.02782 0.12872 1.59265
H -0.93324 1.36408 2.23354
H 1.81399 -0.13944 1.81534
H 1.12391 2.13561 1.03672
H 1.92809 1.40906 -0.34051
H 0.37944 2.23752 -0.57465
H 1.25847 -1.94348 -1.32039
H 0.81348 -0.85032 -2.66202
H 2.04176 -0.36401 -1.53669
H 0.30654 -0.90426 2.21802
H 1.31048 -1.55112 0.96932

[3]
16
Properties=species:S:1:pos:R:3 method="wB97M-V/def2-TZVPD" lumo_energy_ha="0.0272 / -0.1036" multiplicity=3 orbital_gap_ev="6.06 / 6.59" total_charge=0
C 1.75199 -1.12186 -0.07951
C 2.98988 -0.56058 -0.12744
C 0.75434 -0.07256 -0.02281
C 1.38473 1.17656 0.02898
C 0.19101 2.36517 0.03833
C -0.82672 0.10775 0.00915
C -1.08308 1.53023 0.33296
O 0.16648 3.52105 -0.21239
O -2.23351 1.99389 -0.33878
S 3.08040 1.08425 0.04985
H 1.59715 -2.13536 0.03577
H 3.86933 -1.21430 -0.25820
H -1.30868 -0.13657 -0.87394
H -1.26391 -0.62675 0.61428
H -1.15045 1.69794 1.36546
H -2.46958 2.90388 -0.15320

[4]
162
Properties=species:S:1:pos:R:3 method="wB97M-V/def2-TZVPD" lumo_energy_ha=-0.0220 orbital_gap_ev=10.11 total_charge=0
C 5.04069 -1.29616 1.64445
C 4.73199 0.13023 2.17914
O 4.36545 0.89785 1.03597
C 4.10357 2.26185 1.25356
C 4.13333 2.68861 2.70228
N 4.01635 2.81211 3.80659
C 2.70435 2.61048 0.54121
C 2.57649 1.63262 -0.57547
N 2.27671 0.78982 -1.23991
C 1.55708 2.54436 1.58582
C 0.14166 2.29103 1.02385
C -0.23585 0.80318 0.78887
Cl -0.23231 3.29032 -0.43301
P 2.92935 4.32083 -0.23928
O 2.83879 4.14423 -1.71519
H 4.13521 -1.88295 1.49200
H 5.79212 -1.80945 2.24656
H 5.46430 -1.14569 0.63950
H 3.90802 0.01133 2.89621
H 5.65345 0.47109 2.66839
H 4.87813 2.82962 0.71277
H 1.52220 3.53251 2.06803
H 1.72938 1.79088 2.36261
H -0.55160 2.63261 1.80071
H -1.24218 0.58209 1.15112
H -0.12151 0.52040 -0.25854
H 0.45053 0.19341 1.39224
H 1.85762 5.15921 0.15883
H 4.20636 4.85001 0.07201
C 4.85860 -6.12543 0.82995
N 4.29722 -4.74918 0.79337
O 4.98677 -3.86952 0.33009
O 3.17339 -4.60193 1.23621
H 5.85629 -6.10252 0.40619
H 4.88254 -6.43884 1.87054
H 4.20137 -6.76173 0.24363
C -0.21464 -4.23490 -0.36360
N -1.11537 -3.08508 -0.08709
O -0.77974 -2.29086 0.76977
O -2.13231 -3.01435 -0.74464
H 0.64536 -4.16658 0.28991
H -0.77858 -5.14399 -0.17229
H 0.08338 -4.17219 -1.40757
C 6.00407 8.09010 -0.33410
N 5.89047 7.35619 0.95416
O 5.24955 7.87409 1.84230
O 6.45227 6.27850 1.02027
H 5.46121 9.02436 -0.24990
H 7.05474 8.27038 -0.51398
H 5.57548 7.46077 -1.11161
C 4.59854 3.39759 -4.62764
N 6.01311 3.76922 -4.35372
O 6.87371 2.95943 -4.63211
O 6.20852 4.86412 -3.86589
H 4.57825 2.40242 -5.05805
H 4.06262 3.42405 -3.67929
H 4.19694 4.12932 -5.32291
C -2.27152 3.05379 -2.98854
N -3.44731 2.69926 -3.82944
O -4.45993 2.34280 -3.25434
O -3.31635 2.78592 -5.03025
H -2.54169 2.92384 -1.94780
H -1.45805 2.38786 -3.26365
H -2.01713 4.08943 -3.19806
C 3.70087 -2.50537 -2.62501
N 4.11285 -3.85558 -3.09733
O 5.28007 -4.16368 -2.98080
O 3.24101 -4.56077 -3.56699
H 4.57090 -1.99337 -2.23008
H 3.28853 -1.97143 -3.47635
H 2.95188 -2.64686 -1.85100
C 4.11432 8.52215 5.23762
N 3.08969 9.59015 5.38913
O 3.31426 10.47988 6.18435
O 2.09354 9.49597 4.70123
H 4.93909 8.73658 5.90761
H 3.64577 7.57808 5.49313
H 4.44221 8.53104 4.20100
C 4.01505 3.61330 7.53079
N 3.47783 4.99722 7.46886
O 4.17988 5.85943 6.98345
O 2.36361 5.16938 7.91864
H 5.00988 3.60394 7.10031
H 4.04276 3.32677 8.57880
H 3.34444 2.97166 6.96616
C -5.12568 -0.39741 -4.36115
N -4.77790 -1.77918 -4.79169
O -3.61524 -2.11971 -4.71660
O -5.68925 -2.47857 -5.19047
H -4.22368 0.09953 -4.03450
H -5.56146 0.11256 -5.21571
H -5.84087 -0.47738 -3.54612
C 10.26532 10.32650 1.36997
N 9.13338 9.92586 0.49100
O 8.10612 9.55468 1.02613
O 9.31366 9.99687 -0.70467
H 9.95871 10.21089 2.40349
H 11.10422 9.67662 1.13762
H 10.50000 11.36346 1.14712
C -5.59327 -3.12355 -1.55626
N -5.78297 -3.98283 -0.36177
O -6.34389 -3.50808 0.59991
O -5.35814 -5.12385 -0.43415
H -6.01729 -2.14582 -1.35226
H -4.52393 -3.05093 -1.74110
H -6.10659 -3.60843 -2.38667
C -7.43031 -6.88968 -2.28507
N -8.12972 -5.80660 -3.03252
O -7.49160 -4.80520 -3.31199
O -9.29023 -5.99547 -3.31444
H -6.40671 -6.58308 -2.10396
H -7.96182 -7.03663 -1.34913
H -7.46627 -7.78460 -2.89990
C -5.32621 -4.14040 -7.89075
N -5.15981 -4.39765 -9.34777
O -6.02490 -5.04209 -9.90685
O -4.16787 -3.93970 -9.87683
H -6.24873 -4.60267 -7.55848
H -4.47044 -4.57352 -7.38110
H -5.36096 -3.06420 -7.74937
C -4.60632 -7.44701 1.65480
N -4.39867 -8.84680 1.19487
O -3.46630 -9.46691 1.66780
O -5.18160 -9.27703 0.37157
H -3.84152 -7.20237 2.38109
H -4.53368 -6.80284 0.78308
H -5.59265 -7.39125 2.09985
C -6.41354 -1.88497 -10.73095
N -7.41118 -0.79327 -10.55989
O -7.13287 0.10794 -9.79394
O -8.43654 -0.88249 -11.20077
H -5.55528 -1.67266 -10.10364
H -6.89396 -2.81270 -10.43544
H -6.12875 -1.90882 -11.77859
C -6.55014 -6.58918 6.16204
N -6.35740 -6.68761 4.68987
O -7.25376 -7.17783 4.03587
O -5.30922 -6.26801 4.24300
H -7.52218 -6.99935 6.41201
H -5.75440 -7.15853 6.63405
H -6.49094 -5.53784 6.42895
C -7.03027 3.27910 -0.50196
N -6.68453 1.86624 -0.81323
O -5.68708 1.40575 -0.29747
O -7.42869 1.27370 -1.56606
H -6.28280 3.67701 0.17520
H -7.03638 3.82696 -1.44009
H -8.01359 3.28091 -0.04015
C 1.47040 -3.40678 4.83087
N 2.85569 -3.71433 4.39190
O 3.20170 -4.87778 4.35598
O 3.54503 -2.75956 4.09989
H 0.96073 -4.33449 5.06793
H 1.54852 -2.76894 5.70492
H 0.97511 -2.88985 4.01308
C 1.47218 0.21750 8.62951
N 1.70225 -0.03018 7.17963
O 0.86978 -0.67728 6.57755
O 2.71368 0.43419 6.69575
H 0.53894 -0.25319 8.91761
H 2.30934 -0.21424 9.17107
H 1.42535 1.29378 8.77367

no.,E_tot (eV)
1,-96132.671
2,-10000.294
3,-22281.147
4,-165135.917